{
  "formula": "C35H45F32O6S",
  "method": "wB97M-V/def2-TZVPD",
  "elements": ["C", "C", "C", "C", "C", "C", "C", "C", "C", "C", "S", "C", "C", "C", "C", "O", "C", "O", "H", "H", "H", "H", "H", "H", "H", "H", "H", "H", "H", "H", "H", "H", "H", "H", "H", "H", "H", "H", "H", "H", "H", "H", "H", "H", "H", "H", "H", "C", "C", "C", "F", "F", "F", "F", "O", "C", "C", "F", "F", "F", "F", "H", "H", "H", "H", "C", "C", "C", "F", "F", "F", "F", "O", "C", "C", "F", "F", "F", "F", "H", "H", "H", "H", "C", "C", "C", "F", "F", "F", "F", "O", "C", "C", "F", "F", "F", "F", "H", "H", "H", "H", "C", "C", "C", "F", "F", "F", "F", "O", "C", "C", "F", "F", "F", "F", "H", "H", "H", "H"],
  "xyz": [[0.96626, -2.80929, 1.19181], [-0.13116, -1.73244, 0.53457], [-1.71308, -2.14295, 0.30202], [0.46277, -0.39698, 0.14865], [-0.58886, 0.89168, -0.02808], [0.04746, 2.30994, 0.52576], [-0.88532, 3.62992, 0.24339], [-0.10051, 5.06366, 0.59669], [-1.57811, 3.66867, -1.25458], [-3.06032, 2.89494, -1.28287], [-3.13423, 1.56639, -2.65201], [-4.46308, 0.28602, -2.27327], [-4.75770, 0.05939, -0.67657], [-6.04319, 0.97642, -0.15815], [-6.40730, 0.57170, 1.42281], [-5.18896, 0.48019, 2.27635], [-4.91332, 1.76739, 2.93322], [-4.78838, 2.88945, 2.17750], [1.83335, -2.88077, 0.39816], [0.43579, -3.84580, 1.34181], [1.29413, -2.32639, 2.21594], [-1.96463, -2.23224, -0.85836], [-2.46555, -1.37186, 0.80587], [-1.85257, -3.24028, 0.74775], [1.61365, -0.23238, -0.07517], [-0.68909, 1.02493, -1.21011], [-1.61419, 0.66938, 0.49831], [0.16616, 2.17724, 1.69854], [1.13490, 2.40958, 0.07163], [-1.77517, 3.57978, 1.03762], [0.86395, 5.22682, -0.04682], [0.25100, 5.00164, 1.72822], [-0.85868, 5.97931, 0.54311], [-1.70036, 4.82428, -1.52698], [-0.83463, 3.23338, -2.07179], [-3.12219, 2.32760, -0.24775], [-3.92232, 3.66647, -1.45974], [-3.49141, 2.19845, -3.87082], [-4.08950, -0.74603, -2.70991], [-5.41719, 0.60871, -2.87776], [-3.83477, 0.26459, 0.01317], [-5.07025, -1.07221, -0.53051], [-7.02166, 0.69546, -0.78059], [-5.82354, 2.13176, -0.17367], [-6.83192, -0.53989, 1.35052], [-7.22990, 1.29529, 1.88690], [-4.75379, 1.91315, 4.10700], [5.64400, 3.99955, 3.01157], [4.11497, 4.12659, 3.10943], [3.36120, 2.80392, 3.20562], [3.57213, 2.00229, 2.13973], [2.01883, 3.02229, 3.25373], [3.66469, 4.88098, 2.07135], [3.84180, 4.85374, 4.23897], [6.20231, 4.05337, 1.69464], [6.17671, 2.82372, 0.97035], [5.24662, 2.86475, -0.24876], [3.97868, 3.20408, 0.09226], [5.17284, 1.64702, -0.85090], [5.88418, 1.81382, 1.82532], [7.45648, 2.60695, 0.56253], [6.05901, 4.88014, 3.51615], [6.02980, 3.14931, 3.58533], [3.63676, 2.25548, 4.11012], [5.60082, 3.59099, -0.98675], [1.00275, 0.55521, 6.07256], [2.31231, -0.24002, 5.94483], [2.27616, -1.64474, 6.53840], [1.99952, -1.64779, 7.86002], [3.48759, -2.25024, 6.40508], [3.33062, 0.49441, 6.46745], [2.58778, -0.35183, 4.60661], [0.91698, 1.46381, 7.17528], [0.53912, 0.87784, 8.42073], [1.66155, 0.91353, 9.46565], [2.79068, 0.31084, 9.01738], [1.29679, 0.25738, 10.60025], [0.06577, -0.37175, 8.19508], [-0.52278, 1.60334, 8.86477], [0.94649, 1.19994, 5.18745], [0.11659, -0.08544, 6.00014], [1.53880, -2.27117, 6.02975], [1.91512, 1.94411, 9.73233], [3.40275, -1.72551, -5.18647], [4.71231, -2.52074, -5.31421], [4.67616, -3.92546, -4.72064], [4.39952, -3.92852, -3.39902], [5.88759, -4.53096, -4.85395], [5.73062, -1.78631, -4.79158], [4.98778, -2.63255, -6.65243], [3.31698, -0.81691, -4.08375], [2.93912, -1.40288, -2.83830], [4.06155, -1.36720, -1.79339], [5.19068, -1.96988, -2.24165], [3.69679, -2.02334, -0.65879], [2.46577, -2.65247, -3.06395], [1.87722, -0.67738, -2.39427], [3.34649, -1.08078, -6.07159], [2.51659, -2.36616, -5.25890], [3.93880, -4.55189, -5.22928], [4.31512, -0.33661, -1.52670], [-3.83755, -5.28461, -6.08875], [-5.17200, -5.08755, -5.35117], [-6.10498, -4.05064, -5.96862], [-5.55614, -2.81809, -6.02171], [-7.23887, -3.92712, -5.22633], [-4.92017, -4.81334, -4.04317], [-5.81842, -6.29641, -5.35630], [-2.71435, -4.56311, -5.57226], [-2.61078, -3.20603, -6.00226], [-2.81264, -2.19867, -4.86320], [-4.00196, -2.37466, -4.23577], [-2.80708, -0.92122, -5.33113], [-3.45740, -3.00641, -7.04141], [-1.35682, -3.07375, -6.51335], [-3.56496, -6.33831, -5.95578], [-3.93821, -5.16367, -7.17328], [-6.40468, -4.33908, -6.97948], [-2.02116, -2.29232, -4.11332]],
  "forces_ev_per_a": [[-1.4, 0.9, -1.1], [2.5, 3.4, -1.0], [0.7, -0.3, 0.4], [-3.3, -2.8, 1.2], [1.5, -0.1, -1.2], [0.2, -0.7, 0.5], [-0.5, 0.2, 0.7], [-0.3, -0.6, 0.8], [0.7, 0.7, -0.4], [0.6, 1.3, 0.9], [0.4, 0.1, 0.3], [-1.4, -1.2, -0.1], [-1.1, 0.4, 0.4], [-0.1, -0.3, 1.0], [-0.8, -0.7, -1.7], [-0.8, 3.5, 1.8], [0.7, 5.0, -4.7], [-0.9, -7.3, 4.7], [-1.6, 0.0, 2.0], [1.3, 2.0, -0.2], [-0.5, -1.3, -2.2], [0.6, 0.4, 2.4], [1.6, -1.8, -1.0], [0.1, 2.6, -0.8], [-2.7, -0.4, 1.1], [-0.3, -0.3, 2.4], [2.0, 0.3, -1.1], [-0.1, 0.5, -2.5], [-2.2, 0.0, 0.9], [1.7, 0.1, -1.7], [-2.0, -0.3, 1.1], [-0.7, 0.1, -2.4], [1.7, -2.0, -0.2], [-0.1, -2.6, 0.5], [-1.6, 0.7, 1.7], [-0.3, 1.0, -2.4], [1.6, -1.7, 0.5], [-0.1, -0.5, 1.6], [-0.5, 2.5, 0.7], [1.8, -0.7, 1.4], [-1.7, -0.4, -1.5], [0.8, 2.3, -0.5], [2.2, 0.8, 1.2], [-0.4, -2.3, -0.2], [1.0, 2.5, 0.6], [2.0, -1.6, -1.0], [-0.4, -1.2, -2.6], [0.8, 0.5, 0.4], [0.3, 0.9, -0.5], [-0.6, -0.6, 0.3], [-0.4, 0.1, 0.4], [0.0, 0.3, 0.1], [-0.1, -0.3, 0.2], [0.0, -0.6, -0.1], [-0.9, -1.6, -0.7], [1.3, 0.6, 1.9], [-0.5, 0.3, -0.7], [0.5, 0.1, -0.2], [0.3, 0.0, 0.3], [0.4, 0.0, -0.9], [-0.9, 0.2, -0.3], [-0.3, 0.0, -0.3], [-0.3, 0.0, -0.2], [0.2, 0.1, 0.0], [0.2, -0.1, 0.2], [-0.5, 0.7, -0.6], [0.3, 0.9, 0.3], [0.6, -1.1, 0.2], [0.2, -0.2, -0.5], [-0.1, 0.4, -0.3], [-0.2, -0.3, -0.1], [-0.3, -0.3, 0.2], [0.1, -1.4, 1.2], [-1.1, 0.3, -1.7], [0.8, 0.0, 0.8], [-0.4, 0.5, 0.1], [-0.3, 0.2, -0.5], [-0.1, 0.6, 0.7], [0.8, -0.2, 0.1], [0.3, 0.0, 0.2], [0.3, -0.1, 0.2], [-0.1, 0.2, -0.1], [-0.2, 0.0, -0.2], [-0.5, 0.6, -0.7], [0.5, 1.0, 0.1], [0.6, -1.1, 0.1], [0.2, -0.2, -0.4], [-0.2, 0.4, -0.2], [-0.3, -0.4, -0.1], [-0.4, -0.4, 0.4], [0.1, -1.3, 1.5], [-0.8, 0.2, -2.0], [1.0, 0.1, 0.5], [-0.5, 0.5, 0.1], [-0.4, 0.1, -0.4], [-0.2, 0.6, 0.7], [0.7, -0.1, 0.1], [0.3, 0.0, 0.2], [0.3, -0.1, 0.2], [-0.1, 0.2, -0.1], [-0.2, -0.1, -0.2], [0.5, -0.9, -0.3], [0.6, -0.4, 0.7], [-1.2, 0.2, -0.1], [-0.4, -0.2, 0.0], [0.3, -0.3, 0.0], [-0.2, 0.1, -0.3], [0.0, 0.6, -0.4], [-0.7, 2.0, -0.3], [0.1, -2.2, -1.3], [0.1, 0.3, 0.6], [0.5, 0.0, 0.0], [0.1, -0.2, -0.2], [0.8, 0.5, 0.4], [-0.5, 0.3, 0.7], [-0.1, 0.3, 0.2], [-0.1, 0.2, 0.3], [0.1, -0.1, 0.0], [0.1, -0.2, -0.2]],
  "charge": 1,
  "e_lumo_ev": -2.94,
  "energy_ha": -5405.35020,
  "e_homo_ev": -10.45,
  "homo_lumo_gap_ev": 7.51
}